Below is a structure of composition C43H39F6N4O8S2Ta at a distorted geometry, with properties calculated with ωB97M-V/def2-TZVPD.

E_HOMO in eV: -13.30
Max |F| in Eh/bohr: 0.067
LUMO in eV: -5.8
Total charge: +2
Multiplicity: 1
Energy above the lowest of the compared OMol25 structures with the same formula, charge and spin in eV: 1.594

Last column: Mulliken charge in e.
Cartesian coordinates (Å):
Ta  -0.40001  -0.66934  0.01898  0.7694
O  -0.13195  0.58014  -1.22881  0.7026
C  0.65612  1.22023  -2.25785  2.2312
C  1.98509  0.41399  -2.22806  -0.6116
C  2.64269  0.55859  -0.89221  0.1142
C  3.80531  1.30533  -0.79579  -0.7807
C  4.34952  1.56395  0.44725  -1.3615
C  3.69350  1.08359  1.56303  -0.8037
C  2.54044  0.32552  1.41884  -0.0242
C  1.81678  -0.14509  2.64265  -1.4335
C  0.43401  0.54168  2.75578  2.4406
O  -0.24128  0.11907  1.57598  1.6161
C  -0.37625  0.12054  3.98520  -0.5781
C  -1.76758  0.16133  3.89785  0.1433
C  -2.55192  -0.09096  5.01131  -1.1371
C  -1.95285  -0.40199  6.22326  -0.6843
C  -0.57069  -0.44307  6.31476  -1.1621
C  0.21770  -0.17600  5.20410  -0.5015
C  0.48223  2.06805  2.84881  1.1889
C  -0.51951  2.83180  2.25598  0.0410
C  -0.56160  4.20253  2.45774  -0.7243
C  0.39374  4.82432  3.24746  -0.8715
C  1.39314  4.06687  3.83903  -0.8955
C  1.43174  2.69385  3.64714  -0.3737
N  2.03584  0.03820  0.19608  0.3763
C  0.92595  2.69761  -1.97057  0.2251
C  1.00076  3.61624  -3.01432  -0.8910
C  1.33549  4.93816  -2.76559  -1.0088
C  1.61149  5.35915  -1.47452  -1.0202
C  1.51230  4.45613  -0.42816  -0.6294
C  1.16058  3.13821  -0.67284  0.5390
C  -0.03241  1.07188  -3.60913  -0.0569
C  0.66536  0.89500  -4.79933  0.0315
C  -0.02004  0.80478  -6.00437  -0.7260
C  -1.40439  0.86956  -6.03027  -0.8969
C  -2.10297  1.07425  -4.84928  -0.7055
C  -1.41626  1.19441  -3.65106  -0.5249
H  2.64941  0.78525  -3.00142  0.9121
H  1.70572  -0.62118  -2.42979  -0.7612
H  4.26903  1.69010  -1.69315  0.5738
H  5.25378  2.14965  0.54286  0.4865
H  4.07186  1.29041  2.55378  0.5441
H  2.42100  0.04212  3.52427  1.2758
H  1.61777  -1.21003  2.56355  -0.1415
H  -2.23279  0.42036  2.95687  0.4873
H  -3.62892  -0.01948  4.93260  0.5164
H  -2.56575  -0.59924  7.09210  0.4641
H  -0.09633  -0.66817  7.26055  0.4888
H  1.29566  -0.19114  5.30591  0.4686
H  -1.27651  2.35651  1.64591  0.3456
H  -1.34890  4.78791  2.00088  0.4922
H  0.35430  5.89310  3.41002  0.4411
H  2.13544  4.53896  4.46877  0.4918
H  2.18933  2.11144  4.15718  0.4107
H  0.79001  3.30991  -4.02942  0.4253
H  1.38232  5.63934  -3.58796  0.4648
H  1.88910  6.38714  -1.28426  0.4633
H  1.70559  4.77074  0.58763  0.4999
H  1.05024  2.45661  0.15570  -0.4138
H  1.74724  0.86315  -4.81331  0.3408
H  0.53769  0.69738  -6.92548  0.5096
H  -1.93250  0.79571  -6.97148  0.4536
H  -3.18045  1.17085  -4.86266  0.5216
H  -1.93318  1.42686  -2.73275  0.5962
O  -0.13430  -2.36165  2.40302  -0.3141
C  0.04588  -3.74080  2.19280  -1.2571
C  0.87485  -3.91993  0.95872  0.8891
C  1.42694  -5.17246  0.71015  -1.0459
C  2.32013  -5.33022  -0.32886  -0.6421
C  2.64540  -4.21485  -1.09155  -1.2246
C  2.02122  -3.02105  -0.81083  -0.4115
N  1.13014  -2.86306  0.18000  0.4086
H  -0.79627  -2.24103  3.09674  0.1035
H  -0.91050  -4.26038  2.09368  0.4843
H  0.57785  -4.18446  3.03939  0.6691
H  1.16471  -6.00439  1.35073  0.5633
H  2.78074  -6.29002  -0.51882  0.4811
H  3.37391  -4.27920  -1.88716  0.5586
H  2.25611  -2.13605  -1.38344  0.4946
F  -4.47242  1.01762  -2.19476  -0.2277
C  -4.29145  -0.08857  -1.51311  0.7186
F  -5.30366  -0.90378  -1.71838  -0.2262
F  -3.17368  -0.71290  -1.98916  -0.1957
S  -3.94159  0.20312  0.30904  1.1106
O  -2.51184  0.52584  0.35128  -0.6345
O  -4.83403  1.17088  0.80377  -0.6052
N  -4.19513  -1.24228  0.89157  -0.6440
S  -3.08061  -2.27673  1.14365  1.1543
O  -1.87506  -2.05778  0.28175  -0.4476
O  -2.81297  -2.58403  2.50145  -0.7346
C  -3.68632  -3.83083  0.31343  0.5854
F  -2.68812  -4.70975  0.38022  -0.1795
F  -4.76927  -4.33511  0.82593  -0.1643
F  -3.88523  -3.51205  -0.97472  -0.2144
C  0.50009  -2.53923  -4.19644  -1.0908
C  -0.53025  -2.46424  -3.11397  0.2867
N  -1.72898  -2.95793  -3.39546  -0.2493
O  -0.27171  -1.98689  -1.99193  -0.4084
H  0.26743  -3.31655  -4.92095  0.6849
H  1.48535  -2.72010  -3.77177  0.0940
H  0.52488  -1.58070  -4.71391  0.0473
H  -1.94102  -3.33391  -4.30369  0.2484
H  -2.47145  -2.92733  -2.71442  -0.0389

***

Below is a structure of composition C29H28GeN4O2PdS, with properties calculated with ωB97M-V/def2-TZVPD.

E_HOMO in eV: 0.28
Max |F| in Eh/bohr: 0.004
LUMO in eV: 4.5
Total charge: -2
Multiplicity: 1
Energy above the lowest of the compared OMol25 structures with the same formula, charge and spin in eV: 0.451

Last column: Mulliken charge in e.
Cartesian coordinates (Å):
Pd  1.20355  -1.64171  0.33222  0.6155
C  -0.70084  -6.21192  3.76810  -1.0865
C  -0.47636  -4.81857  4.34330  -0.3921
N  0.71351  -4.18119  3.82095  -0.1922
C  0.70819  -3.49020  2.63321  0.3243
S  2.08344  -2.49062  2.31950  -0.5251
N  -0.34516  -3.67517  1.86888  -0.5526
N  -0.26015  -2.94139  0.71206  0.1629
C  -1.13269  -3.11581  -0.22037  1.0839
C  -2.26580  -4.08569  -0.10290  -1.6589
C  -0.89645  -2.35559  -1.45296  -0.1906
C  -1.38225  -2.73893  -2.64631  -0.2807
C  -0.84380  -2.19800  -3.88020  -0.5759
C  0.14215  -1.29192  -3.83254  -1.1832
C  0.56759  -0.66579  -2.57264  0.8061
N  0.01349  -1.26918  -1.30379  0.2449
H  -1.60719  -6.65974  4.18553  0.3174
H  0.14623  -6.86262  3.99418  0.3026
H  -0.80788  -6.14472  2.68638  0.2647
H  -0.36532  -4.87748  5.42900  0.4066
H  -1.34886  -4.19414  4.13022  0.2640
H  1.40325  -3.85383  4.47312  0.2311
H  -2.48499  -4.26590  0.94631  0.4118
H  -1.99675  -5.04114  -0.56263  0.2975
H  -3.14819  -3.69893  -0.61219  0.4377
H  -2.07846  -3.56733  -2.69175  0.3518
H  -1.18376  -2.60767  -4.82416  0.3235
H  0.64820  -0.97767  -4.74054  0.3670
H  1.63331  -0.45818  -2.47983  0.3106
O  2.56747  -0.33395  -0.21958  -0.7058
O  3.05275  0.28781  0.97518  -0.1968
C  -0.46058  0.07023  -1.78629  -1.7963
Ge  0.10654  1.61018  -0.74101  2.7081
C  0.93370  1.57854  0.99420  0.0440
C  2.42216  1.63566  1.08861  0.5535
C  2.85453  2.18073  2.39984  -1.1929
C  2.07256  2.00892  3.50800  -0.0457
C  0.74664  1.52961  3.43126  -1.2322
C  0.19604  1.40030  2.15018  -0.0974
C  -1.56119  2.69410  -0.56873  -0.7247
C  -2.67971  2.44449  -1.36423  -0.3451
C  -3.81909  3.23709  -1.27645  -0.5096
C  -3.86303  4.29845  -0.38079  -0.3505
C  -2.76186  4.55656  0.42664  -0.6351
C  -1.62570  3.76079  0.33051  -0.3549
C  1.19461  2.68856  -2.01356  -0.4794
C  2.46804  2.24600  -2.39467  0.2888
C  3.23262  2.95324  -3.31385  -0.9222
C  2.74277  4.12339  -3.88197  -0.4038
C  1.48221  4.57685  -3.52045  -0.6490
C  0.72271  3.86318  -2.59829  -0.1703
H  2.85847  2.19742  0.25470  -0.2493
H  3.84205  2.62485  2.48229  0.3094
H  2.46387  2.31390  4.47855  0.3248
H  0.13769  1.41283  4.32018  0.3384
H  -0.87717  1.22595  2.06747  0.3429
H  -2.64021  1.59890  -2.04417  0.2642
H  -4.67877  3.02414  -1.90445  0.3663
H  -4.75208  4.91658  -0.30715  0.3238
H  -2.79081  5.37689  1.13645  0.3671
H  -0.76994  3.95321  0.97027  0.3338
H  2.86062  1.33744  -1.94990  0.2473
H  4.21787  2.58978  -3.58649  0.3807
H  3.33997  4.67626  -4.59968  0.3279
H  1.08765  5.48982  -3.95499  0.3708
H  -0.26143  4.23234  -2.32776  0.2835

***

Below is a cluster of 15 separate species, C34H92BF4N5O17PS in total at a distorted geometry, with properties calculated with ωB97M-V/def2-TZVPD.

E_HOMO in eV: -11.51
Max |F| in Eh/bohr: 0.040
LUMO in eV: -2.3
Total charge: +1
Multiplicity: 1

Last column: Mulliken charge in e.
Cartesian coordinates (Å):
C  -1.50898  -5.52781  0.44770  -0.8777
C  -0.56611  -6.08750  -0.63586  -0.6901
C  0.80541  -5.35695  -0.54303  -0.4489
C  0.97968  -4.41249  -1.74137  -0.5837
C  0.34046  -3.03946  -1.50388  0.9445
C  1.08370  -1.97010  -2.31076  -0.5166
C  0.60732  -0.52979  -2.13418  -0.4112
C  0.04611  -0.18949  -0.76710  -0.7104
C  1.02603  -0.27845  0.39776  -1.0567
N  2.44043  -0.15351  0.00392  0.4467
N  0.60152  0.58452  1.45458  0.1177
C  0.53122  2.03046  1.23756  0.5981
B  2.01079  2.69057  1.57046  0.8690
O  2.91828  1.81822  2.14047  -0.6055
N  2.39306  4.08977  1.43871  0.0323
C  2.41347  4.78409  2.75781  -1.1506
C  3.75259  4.20411  0.85902  -1.2419
C  -0.36287  2.54646  2.37827  0.2916
F  -1.49518  1.83051  2.49980  -0.2252
F  0.33466  2.35649  3.53419  -0.3204
C  -0.70697  4.07033  2.29704  -0.2114
F  -2.00995  4.15901  1.86785  -0.3360
F  -0.67960  4.59844  3.52394  -0.4057
C  -0.17927  2.31775  -0.10167  0.1797
P  0.60704  3.44952  -1.30854  0.1052
O  0.53629  4.90738  -0.72260  -0.4813
O  -0.42578  3.52575  -2.53686  -0.5382
S  2.30302  2.84321  -1.96406  -0.1895
N  -0.70922  1.11765  -0.86848  1.1388
C  -2.17200  0.99333  -0.67843  0.5319
C  -2.99473  1.68245  -1.54536  -1.0034
C  -4.34270  1.56492  -1.29774  -0.7830
C  -4.77465  0.79257  -0.24488  -0.7605
N  -3.99430  0.14168  0.62114  -0.6513
C  -2.69349  0.27987  0.35710  -0.2674
H  -1.36354  -4.45369  0.45640  0.0199
H  -1.17523  -5.91320  1.40544  0.2516
H  -2.54222  -5.78098  0.24286  0.4798
H  -0.42348  -7.15987  -0.54054  0.4132
H  -0.99633  -5.88742  -1.61375  0.2711
H  1.59102  -6.10787  -0.60159  0.4536
H  0.85612  -4.82187  0.40069  -0.0381
H  2.04978  -4.25102  -1.88918  0.3651
H  0.58488  -4.82968  -2.65921  0.2953
H  0.31878  -2.81417  -0.44038  -0.3127
H  -0.68322  -3.08823  -1.88590  0.0349
H  0.95933  -2.22893  -3.35896  0.2349
H  2.15056  -2.08443  -2.13742  -0.5738
H  1.41370  0.15007  -2.39652  -0.2688
H  -0.16848  -0.34164  -2.88408  0.8042
H  -0.70030  -0.95023  -0.58500  0.9285
H  0.90080  -1.29233  0.77608  -0.5178
H  2.71079  -0.93126  -0.59043  -0.2351
H  2.96383  -0.30439  0.85936  0.3420
H  0.90021  0.32882  2.38032  0.5330
H  3.60169  1.55677  1.51501  0.2764
H  2.56745  4.09930  3.59195  0.3232
H  3.22325  5.50040  2.79357  0.5177
H  1.51520  5.37064  2.91301  0.2614
H  4.52277  4.17163  1.62528  0.4393
H  3.97389  3.37115  0.19722  0.4120
H  3.84260  5.10822  0.26444  0.2461
H  -0.11959  4.62969  1.56878  0.6742
H  -1.10174  2.85306  0.13676  -0.0225
H  1.25270  5.38501  -1.17191  0.3645
H  0.05259  3.22788  -3.32442  0.3800
H  -0.61218  1.38181  -1.85417  0.5817
H  -2.59948  2.28099  -2.35208  0.6013
H  -5.05640  2.07565  -1.92099  0.5665
H  -5.84191  0.69943  -0.09480  0.5204
H  -1.99564  -0.21161  1.02781  0.6737
C  -3.05065  -2.99307  3.57441  -0.3073
O  -3.27628  -4.03863  2.63312  -0.4651
H  -2.38970  -2.26381  3.10826  -0.1807
H  -3.98601  -2.49773  3.84329  0.3691
H  -2.57258  -3.37914  4.47897  0.3499
H  -3.86050  -4.67897  3.04680  0.2642
C  -7.46320  4.15415  -1.37256  -0.6310
O  -7.84877  2.96345  -0.67084  -0.5145
H  -7.43175  3.92517  -2.43340  0.3073
H  -8.18643  4.94931  -1.20094  0.3267
H  -6.47706  4.47875  -1.04129  0.2125
H  -7.87714  3.17693  0.26476  0.2822
C  2.58247  -2.97319  2.61340  -0.4168
O  1.32956  -3.39667  2.06353  -0.2857
H  3.37687  -3.44197  2.03943  0.2781
H  2.68236  -1.88376  2.54677  0.0551
H  2.66070  -3.28099  3.65097  0.3036
H  0.63064  -2.98638  2.58171  0.1024
C  4.35229  -6.26416  4.89009  -0.6416
O  3.48925  -5.21471  4.44296  -0.3692
H  5.19858  -5.80037  5.38988  0.1727
H  3.82741  -6.91169  5.59510  0.3180
H  4.71525  -6.85554  4.04733  0.3032
H  2.74011  -5.62617  4.00214  0.2254
C  -9.74521  3.09291  -5.24291  -0.5615
O  -9.16216  3.43480  -3.98736  -0.4321
H  -10.01770  4.01750  -5.74411  0.2045
H  -9.03318  2.54723  -5.86775  0.2519
H  -10.64395  2.48835  -5.10138  0.2492
H  -8.92098  2.61760  -3.54260  0.2771
C  -2.10588  7.25820  0.36881  -0.2218
O  -1.53378  7.25534  1.67319  -0.5574
H  -2.05704  8.27442  -0.01320  0.3312
H  -1.54761  6.59887  -0.30371  0.0506
H  -3.15156  6.93897  0.40282  0.0715
H  -1.58603  6.35733  2.00438  0.3922
C  -0.02653  -3.46738  -5.86701  -0.4132
O  -0.31935  -4.37208  -4.80160  -0.4379
H  1.04975  -3.47052  -6.01950  0.2141
H  -0.51730  -3.78526  -6.78990  0.3283
H  -0.34630  -2.45203  -5.61764  0.0538
H  -1.27154  -4.36604  -4.67396  0.2639
C  5.27223  -3.97192  7.78241  -0.5518
O  4.24186  -3.21286  7.15424  -0.4885
H  5.35045  -3.65202  8.81760  0.2492
H  5.02609  -5.03682  7.75769  0.2271
H  6.23047  -3.80091  7.28381  0.2608
H  4.17630  -3.50765  6.24069  0.2867
C  -2.25601  0.12959  5.95183  -0.4754
O  -3.44720  0.38097  5.21245  -0.5674
H  -2.53064  -0.39113  6.86472  0.2919
H  -1.57224  -0.49922  5.37231  0.1409
H  -1.76029  1.06903  6.21018  0.2706
H  -3.19537  0.84227  4.40861  0.3452
C  4.81833  -1.12581  -2.56441  -0.3733
O  3.89635  -0.05058  -2.79391  -0.4749
H  5.00470  -1.62107  -3.51017  0.1288
H  5.75708  -0.74170  -2.16604  0.2785
H  4.39174  -1.84851  -1.86360  0.1987
H  3.73920  0.37772  -1.94542  0.0273
C  -6.06872  7.84845  -0.70107  -0.4804
O  -6.44902  6.67987  0.02466  -0.4223
H  -6.04569  7.59027  -1.75687  0.2359
H  -6.79174  8.65203  -0.54770  0.2932
H  -5.07648  8.19048  -0.39568  0.1702
H  -6.46991  6.91247  0.95686  0.2563
C  8.18962  -2.16088  -0.05093  -0.5522
O  7.28613  -1.07341  -0.24925  -0.4203
H  8.35245  -2.63567  -1.01444  0.1908
H  9.14624  -1.80366  0.33625  0.2865
H  7.76798  -2.89426  0.64063  0.2645
H  7.14651  -0.65594  0.60387  0.2548
C  -0.47179  1.27084  -6.16878  -0.7065
O  -0.64016  0.26772  -5.16221  -0.3707
H  0.59112  1.35727  -6.37563  0.2679
H  -0.99269  0.98905  -7.08505  0.2907
H  -0.85002  2.23684  -5.82179  0.2437
H  -1.58356  0.19440  -4.99059  0.2304
C  6.17077  -4.59400  -4.00482  -0.7020
O  5.00617  -4.17467  -3.29544  -0.3592
H  6.99107  -4.64743  -3.29410  0.2208
H  6.02091  -5.58048  -4.44907  0.2855
H  6.42644  -3.87752  -4.79009  0.2960
H  4.28476  -4.13141  -3.92832  0.2432